25
Properties=species:S:1:pos:R:3 method="wB97M-V/def2-TZVPD" homo_ev=-13.3 charge=+1 de_lowest_kcal_mol=83.3
C -0.622 -1.500 0.754
C 1.488 0.701 0.211
C 0.448 1.644 -1.870
C -0.618 2.032 0.367
C 0.352 -2.631 0.593
C 0.174 1.061 -0.472
N -0.449 -0.153 -0.886
N -1.055 -2.750 0.125
P -0.932 -0.768 2.443
H 1.123 0.190 1.067
H 2.220 0.070 -0.310
H 1.926 1.772 0.425
H 0.920 2.706 -1.835
H -0.535 1.855 -2.326
H 0.945 0.886 -2.548
H -0.081 2.990 0.598
H -1.377 2.413 -0.317
H -0.973 1.627 1.336
H 0.715 -3.097 1.413
H 1.041 -2.640 -0.287
H -1.088 -2.548 -0.885
H -1.610 -3.412 0.623
H -1.407 0.174 -1.022
H -0.589 -1.930 3.048
H -2.374 -1.150 2.564